55
Properties=species:S:1:pos:R:3 method="wB97M-V/def2-TZVPD" total_charge=-2 relative_energy_ev=3.546 total_energy_ev=-65772.236 homo_energy_ha=0.01539
Ba -0.5213 0.3109 -1.5676
S -1.5669 -0.0609 0.8825
C -2.4870 -1.5212 0.5448
C -3.0365 -2.2950 1.5874
C -3.7375 -3.4384 1.2780
C -3.9053 -3.7988 -0.0573
C -3.3437 -2.9816 -1.0165
N -2.6547 -1.8723 -0.7380
H -2.8692 -1.9824 2.6087
H -4.1482 -4.0566 2.0679
H -4.4382 -4.6963 -0.3408
H -3.4500 -3.2011 -2.0751
C -4.3374 3.2851 -1.6153
Te -3.0018 1.7235 -0.8805
C -4.6541 1.1858 0.3969
H -4.7715 3.7581 -0.7326
H -5.1429 2.8564 -2.2104
H -3.8047 4.0339 -2.1966
H -5.5248 1.1741 -0.2591
H -4.8082 1.9388 1.1697
H -4.5208 0.2056 0.8423
C 2.1721 -0.1469 -0.9624
C 2.6486 0.0446 0.1646
C 3.2742 0.2913 1.4500
C 3.4387 -0.8294 2.3320
C 4.3567 -0.8802 3.4211
C 4.4803 -1.9955 4.2341
C 3.7108 -3.1381 4.0277
C 2.8233 -3.1293 2.9474
C 2.6977 -2.0286 2.1238
C 3.5756 1.6471 1.7849
C 3.5428 2.6628 0.7819
C 3.7888 3.9927 1.0622
C 4.0779 4.4306 2.3566
C 4.0724 3.4706 3.3691
C 3.8371 2.1334 3.1049
H 5.0158 -0.0417 3.5983
H 5.1946 -1.9731 5.0530
H 3.7995 -4.0027 4.6753
H 2.2124 -4.0061 2.7497
H 2.0159 -2.0515 1.2836
H 3.3000 2.3594 -0.2279
H 3.7524 4.7130 0.2483
H 4.2691 5.4757 2.5707
H 4.2501 3.7764 4.3970
H 3.7951 1.4477 3.9389
Te -2.8643 0.2530 -3.2973
C -2.1773 -0.4069 -5.3903
C -0.8786 -0.5591 -5.8158
C -0.6807 -0.4450 -7.2251
C -1.8443 -0.1900 -7.8881
S -3.1423 -0.0977 -6.7682
H -0.0644 -0.7461 -5.1266
H 0.2792 -0.5469 -7.7152
H -2.0045 -0.0508 -8.9465


15
Properties=species:S:1:pos:R:3 method="wB97M-V/def2-TZVPD" total_charge=0 smiles=N#C[C@H](F)Cl.Sc1nncnn1 total_energy_ev=-37718.074 homo_energy_ha=-0.36682
C -1.0594 -1.2222 0.4685
C 0.2644 -1.9003 0.1005
C 0.8300 1.2307 -0.6980
C 0.7439 1.9119 1.7816
H -1.0671 -0.1104 0.1426
H -0.2458 0.7579 -2.7349
H 0.8060 2.3798 2.8373
N 1.1562 -2.6108 -0.1386
N 1.9770 1.1923 0.0155
N 1.9241 1.4268 1.3119
N -0.4102 2.0090 1.0799
N -0.3612 1.6157 -0.1519
F -1.1550 -1.1543 1.8200
S 1.0724 1.0194 -2.4103
Cl -2.4076 -2.0294 -0.1643


47
Properties=species:S:1:pos:R:3 method="wB97M-V/def2-TZVPD" total_charge=0 relative_energy_ev=0.552 smiles="CNC(=O)[C@H](CS)NC(=O)[C@@H](Cc1c[nH]c2ccccc12)NC(C)=O" total_energy_ev=-40925.714 homo_energy_ha=-0.30839
O -0.1949 0.7893 -3.8136
O 3.1778 -1.4838 0.8990
O -0.4743 -2.6588 -1.2353
S 3.1638 -0.7929 -3.5621
C -0.7242 1.4425 -2.9085
C 2.3190 -1.9891 0.2008
C -0.3272 -1.4646 -1.4719
C -1.0991 -1.0980 1.9322
C -1.6758 -0.2441 1.0676
C -1.6062 3.5145 1.9801
C -0.9041 3.3460 3.1790
C -1.8765 2.3963 1.1849
C -0.5484 2.0791 3.6398
C -1.5420 1.0916 1.6083
C -0.8954 0.9567 2.8736
N -0.6517 -0.3788 3.0627
N 1.4873 -2.9195 0.6535
N 0.8949 -0.9206 -1.5240
N -1.2877 0.8852 -1.8564
C -0.7130 2.9865 -2.8867
C 1.5768 -3.5257 1.9883
C 3.2660 -0.7216 -1.7802
C -2.3198 -0.7050 -0.1832
C 2.1849 -1.5830 -1.2662
C -1.5459 -0.5498 -1.5047
H 2.1836 0.0911 -3.7524
H -1.0062 -2.1785 1.7564
H -1.9204 4.4837 1.6572
H -0.6778 4.2267 3.7820
H -2.3516 2.5270 0.2209
H 0.0387 2.0005 4.5429
H -0.2430 -0.8226 3.8813
H 0.8088 -3.2763 -0.0438
H 0.9416 -0.0090 -1.9271
H -1.6188 1.5265 -1.1722
H 0.1270 3.3878 -2.2605
H -1.6413 3.3713 -2.5536
H -0.6388 3.2917 -3.9148
H 0.6724 -4.0902 2.1934
H 1.6860 -2.7218 2.7157
H 2.4131 -4.2015 2.0042
H 3.1333 0.3219 -1.4712
H 4.2302 -1.0915 -1.4492
H -2.6747 -1.7236 -0.0879
H -3.1867 -0.0768 -0.2740
H 2.2268 -2.5145 -1.8669
H -2.1866 -0.9741 -2.2573


15
Properties=species:S:1:pos:R:3 method="wB97M-V/def2-TZVPD" total_charge=0 relative_energy_ev=2.400 smiles="CCCC(N)=O" total_energy_ev=-7829.920 homo_energy_ha=-0.33029
C -0.1473 1.4310 -1.8938
C 0.4616 0.3601 -0.9815
C -0.3559 0.1060 0.2760
C 0.1690 -1.1600 1.1641
O -0.4437 -1.9847 0.5153
N 0.3108 -1.4412 2.5417
H 0.5196 1.6474 -2.7355
H -0.3153 2.3727 -1.3591
H -1.1086 1.1125 -2.3165
H 0.5662 -0.5765 -1.5483
H 1.4623 0.6529 -0.6576
H -0.3809 0.9059 0.9874
H -1.4182 -0.0743 -0.0409
H -0.3739 -2.1290 2.8593
H 1.0543 -1.2231 3.1895


15
Properties=species:S:1:pos:R:3 method="wB97M-V/def2-TZVPD" total_charge=0 relative_energy_ev=0.692 smiles="[SiH3]S.C=CC" total_energy_ev=-21984.597 homo_energy_ha=-0.34706
C -3.0224 0.7865 0.0217
C -1.0961 -0.7289 -0.6511
C -2.5062 -0.4620 -0.0379
Si 2.9360 0.7338 0.8330
S 2.5439 -0.9046 -0.5963
H -2.2971 1.4919 -0.2514
H -3.9924 1.0064 0.2549
H 3.8410 -1.2710 -0.6348
H -1.1248 -1.2645 -1.6454
H -0.6835 -1.5670 -0.1035
H -0.4988 0.1961 -0.6126
H -3.1414 -1.3471 0.2321
H 4.0416 0.6751 1.7831
H 1.6535 0.7841 1.4415
H 3.3467 1.8713 -0.0333


88
Properties=species:S:1:pos:R:3 method="wB97M-V/def2-TZVPD" total_charge=+2 total_energy_ev=-72543.842 homo_energy_ha=-0.51170
Sn -0.1873 0.7051 -0.1091
C 3.2501 0.7932 1.7774
C 2.3772 1.8823 2.0442
C 1.9725 0.2547 3.6151
C 2.9995 -0.2181 2.7435
C 1.5772 1.5411 3.1668
C 4.2109 0.6743 0.6698
H 4.3224 1.6224 0.1355
H 3.8956 -0.0952 -0.0524
H 5.1983 0.3816 1.0507
C 3.6858 -1.5140 2.8105
H 4.7599 -1.4115 2.6056
H 3.2765 -2.2144 2.0704
H 3.5630 -1.9747 3.7988
C 1.3882 -0.4759 4.7513
H 2.1123 -1.1836 5.1692
H 0.5005 -1.0558 4.4500
H 1.0765 0.2185 5.5422
C 0.5021 2.3489 3.7690
H 0.6739 2.4803 4.8468
H -0.4784 1.8604 3.6519
H 0.4456 3.3421 3.3123
C 2.3368 3.1630 1.3056
H 2.9505 3.9196 1.8229
H 1.3198 3.5745 1.2318
H 2.7452 3.0622 0.2921
C -1.2765 0.6053 -5.3053
C -0.0632 1.1779 -5.2844
C 0.1825 2.6529 -5.3547
C -0.9231 3.5173 -4.7078
C -1.4986 3.0327 -3.4037
C -2.7054 2.4166 -3.3664
C -3.4211 1.8268 -4.5524
C -2.5280 1.3194 -5.7111
H 0.2764 2.9670 -6.4108
H -1.6916 3.7015 -5.4683
H 1.1525 2.8895 -4.8847
H -2.3156 2.1355 -6.4108
H -1.3709 -0.4864 -5.2030
H 0.8384 0.5553 -5.3308
H -3.1285 0.6056 -6.2870
H -4.0444 0.9869 -4.2056
H -3.3124 2.4009 -2.4610
H -4.1157 2.5597 -4.9972
H -0.4953 4.5174 -4.5449
H -1.0445 3.4268 -2.4863
P -0.0116 -0.7824 -2.3254
P -2.7624 0.7273 -0.1613
C -1.8258 -0.4535 -2.6816
C -2.9865 -0.3690 -1.6234
H -2.1144 -1.1892 -3.4438
H -1.7438 0.5138 -3.1853
H -3.9103 -0.0334 -2.1259
H -3.1795 -1.3892 -1.2476
C -3.6058 0.1237 1.3161
H -3.3819 0.8065 2.1509
H -3.2484 -0.8780 1.5833
H -4.6965 0.1065 1.1623
C -3.0198 2.5418 -0.0630
H -4.0655 2.8002 -0.2672
H -2.3696 3.0963 -0.7490
H -2.7775 2.8606 0.9609
C 0.7145 -1.9717 -3.5115
H 1.8109 -1.8410 -3.5193
H 0.3232 -1.8509 -4.5362
H 0.4705 -2.9771 -3.1309
C 0.8959 0.7817 -2.7790
H 1.3758 1.3216 -1.9352
H 0.2390 1.5250 -3.2401
H 1.7011 0.5274 -3.4752
O 1.1535 -1.9143 0.6189
C 0.2541 -1.8847 1.5057
O -0.6245 -0.9402 1.6163
C 0.2742 -2.9548 2.5762
C -0.6953 -3.0672 3.5984
C -0.5178 -3.9842 4.6563
C 0.6005 -4.8211 4.7041
C 1.5578 -4.7117 3.6946
C 1.3550 -3.8501 2.5953
N 2.8386 -5.3284 3.9247
O 2.9582 -6.0537 4.9351
O 3.7741 -5.0977 3.1318
N -1.4232 -4.0135 5.7857
O -2.4183 -3.2761 5.7944
O -1.1406 -4.8025 6.7218
H -1.5781 -2.4348 3.5870
H 0.7492 -5.5163 5.5183
H 2.0612 -3.8350 1.7667


13
Properties=species:S:1:pos:R:3 method="wB97M-V/def2-TZVPD" total_charge=0 relative_energy_ev=3.047 smiles=NCC#CCS total_energy_ev=-16583.884 homo_energy_ha=-0.33974
C -1.8920 0.3627 1.8114
C -0.6630 0.5136 0.9006
C 0.2295 0.4188 0.1206
C 1.1825 -0.4012 -0.6629
H -0.9421 -1.0731 2.8764
H -1.7783 -1.7222 1.7725
H -2.7866 0.3459 1.1420
H -2.0077 1.0991 2.6647
H 2.1316 -0.3088 -0.1991
H 0.7217 -1.4406 -0.5860
H 2.5364 -0.3624 -2.3482
N -1.8714 -0.9879 2.5095
S 1.3801 0.3134 -2.2442


62
Properties=species:S:1:pos:R:3 method="wB97M-V/def2-TZVPD" total_charge=+2 relative_energy_ev=0.000 total_energy_ev=-56687.936 homo_energy_ha=-0.50424
W 0.3852 0.0891 0.3046
C 1.6446 -0.4972 4.5821
C 1.4870 -0.1052 3.1585
N 0.5128 -0.4671 2.3806
N -0.4761 -1.2807 2.8942
C -1.2994 -1.5704 1.9545
O -1.0526 -1.0343 0.7121
C -2.4711 -2.4128 2.0992
C -2.7291 -3.0218 3.3312
C -3.8442 -3.8230 3.4745
C -4.7025 -4.0197 2.3975
C -4.4486 -3.4154 1.1737
C -3.3335 -2.6110 1.0194
C 2.4378 0.7319 2.4506
C 3.5886 1.2607 3.0193
C 4.4318 2.0353 2.2481
C 4.0977 2.2672 0.9188
C 2.9421 1.7207 0.4065
N 2.1166 0.9569 1.1502
H 0.7844 -1.0644 4.9192
H 1.7651 0.3879 5.2088
H 2.5420 -1.1088 4.6998
H -2.0525 -2.8632 4.1593
H -4.0479 -4.2982 4.4239
H -5.5750 -4.6484 2.5145
H -5.1220 -3.5709 0.3422
H -3.1348 -2.1340 0.0695
H 3.8117 1.0539 4.0562
H 5.3357 2.4522 2.6699
H 4.7275 2.8650 0.2759
H 2.6691 1.8857 -0.6282
O 2.5512 0.5518 -2.7640
S 1.5310 -0.2795 -2.2211
O 1.8331 -0.9001 -0.8596
N 0.2523 0.5543 -1.6550
C -0.2296 1.8186 -2.0622
C -0.4126 2.2968 -3.3271
C -0.9489 3.5929 -3.5087
C -1.2985 4.3717 -2.4426
C -1.1129 3.8944 -1.1207
C -1.4308 4.6257 0.0432
C -1.1818 4.0866 1.2811
C -0.6013 2.8218 1.3728
N -0.3143 2.0843 0.3027
C -0.5683 2.6151 -0.9467
C 1.0811 -1.5306 -3.3249
C 1.7069 -1.5705 -4.5660
C 1.3516 -2.5849 -5.4410
C 0.3973 -3.5211 -5.0695
C -0.2196 -3.4626 -3.8223
C 0.1199 -2.4625 -2.9331
H -0.1568 1.6916 -4.1874
H -1.0886 3.9622 -4.5149
H -1.7158 5.3586 -2.5925
H -1.8637 5.6142 -0.0486
H -1.4121 4.6278 2.1870
H -0.3645 2.3858 2.3355
H 2.4547 -0.8356 -4.8289
H 1.8256 -2.6454 -6.4105
H 0.1292 -4.3107 -5.7586
H -0.9585 -4.2017 -3.5461
H -0.3453 -2.4091 -1.9567


14
Properties=species:S:1:pos:R:3 method="wB97M-V/def2-TZVPD" total_charge=0 relative_energy_ev=1.735 total_energy_ev=-7360.520 homo_energy_ha=-0.32721
O 2.6686 -0.7000 0.2488
C 1.3744 -0.1362 0.2286
C 0.2810 -1.1288 -0.0511
C -1.0205 -0.8543 -0.2039
C -1.6896 0.4562 -0.2255
C -1.1541 1.6790 -0.3135
H 2.7410 -1.2809 1.0146
H 1.4149 0.6316 -0.5484
H 1.1369 0.3727 1.1780
H 0.6072 -2.1679 -0.0881
H -1.6925 -1.7011 -0.3266
H -2.7777 0.4004 -0.1909
H -0.0893 1.8788 -0.3605
H -1.8004 2.5504 -0.3615


62
Properties=species:S:1:pos:R:3 method="wB97M-V/def2-TZVPD" total_charge=+1 relative_energy_ev=1.609 total_energy_ev=-63969.294 homo_energy_ha="-0.39359 / -0.39329" multiplicity=3
Au 1.2970 1.0977 -1.4645
C -0.3421 -1.3832 5.5403
C -1.3514 -0.3311 5.0736
C -1.5376 0.7251 6.1619
C -2.4466 1.8442 5.6723
C -1.8204 2.4740 4.4695
C -1.9797 3.8131 4.1894
C -1.3718 4.3755 3.0693
F -1.5578 5.6737 2.8171
C -0.6016 3.6221 2.2224
C -0.4521 2.2557 2.4788
C 0.3026 1.4754 1.5132
O 0.9158 2.0503 0.5955
C 0.2026 0.0578 1.7199
C -0.3961 -0.4483 2.8384
N -0.9149 0.3076 3.8179
C -1.0507 1.6648 3.6085
C 0.7912 -0.7686 0.6190
O 0.0637 -1.5419 -0.0325
O 1.9750 -0.5181 0.2949
H -0.5610 -1.6552 6.5698
H 0.6685 -0.9827 5.5039
H -0.3857 -2.2948 4.9507
H -2.3144 -0.8181 4.8727
H -0.5625 1.1341 6.4352
H -1.9716 0.2559 7.0444
H -2.5957 2.5903 6.4522
H -3.4285 1.4393 5.4086
H -2.5939 4.4345 4.8220
H -0.1232 4.0447 1.3538
H -0.4394 -1.5175 2.9793
C 2.5536 -1.1843 -4.0496
Te 1.5299 -1.4330 -2.1407
C 3.5790 -1.9127 -1.5433
C 4.2438 -2.4484 -2.7442
C 5.3298 -3.3155 -2.6681
C 5.9537 -3.7437 -3.8217
C 5.4728 -3.3483 -5.0681
C 4.3515 -2.5467 -5.1599
C 3.7386 -2.0685 -4.0069
H 2.8526 -0.1303 -4.0540
H 1.9262 -1.3604 -4.9202
H 3.6421 -2.5780 -0.6837
H 3.9907 -0.9392 -1.2530
H 5.6936 -3.6202 -1.6982
H 6.8178 -4.3854 -3.7545
H 5.9882 -3.6595 -5.9627
H 3.9648 -2.2678 -6.1270
I -7.2344 0.8131 -4.3751
C -5.1520 0.6783 -4.0300
C -4.6198 1.2164 -2.8666
C -3.2570 1.1359 -2.6529
C -2.4418 0.4964 -3.5821
C -2.9838 -0.0411 -4.7421
C -4.3436 0.0609 -4.9737
C -0.9786 0.3902 -3.2536
O -0.3928 -0.6943 -3.4531
O -0.4657 1.4276 -2.7775
H -5.2515 1.6944 -2.1329
H -2.8154 1.5560 -1.7616
H -2.3429 -0.5263 -5.4603
H -4.7672 -0.3418 -5.8802


114
Properties=species:S:1:pos:R:3 method="wB97M-V/def2-TZVPD" total_charge=-2 relative_energy_ev=7.342 total_energy_ev=-156101.985 homo_energy_ha=-0.01383
K 1.4101 1.1993 -0.7715
C -5.8223 -12.9253 -3.9278
O -4.7914 -12.0819 -4.3605
C -4.3722 -10.9629 -3.7417
C -4.3232 -10.7632 -2.2989
C -3.6235 -9.6694 -1.8222
C -3.2479 -8.6385 -2.7882
C -3.2658 -8.9021 -4.0800
C -3.8972 -10.0269 -4.6937
C -2.7208 -7.4485 -2.1397
N -2.6838 -7.1239 -0.8175
C -1.9622 -5.9361 -0.7775
C -1.6130 -5.6083 -2.0682
N -2.1501 -6.4669 -2.8957
C -1.1241 -4.2948 -2.4145
C -0.7040 -3.8740 -3.7553
C -0.2032 -2.6263 -3.8978
C -0.2051 -1.7109 -2.8044
N -0.5435 -2.0928 -1.5982
C -0.9645 -3.3841 -1.3865
C -1.2794 -3.7660 -0.0575
N -1.1980 -2.7533 0.8713
C -1.5888 -3.0528 2.1407
C -2.0897 -4.3485 2.5508
C -2.2302 -5.2297 1.5624
C -1.7898 -5.0360 0.2448
H -5.7357 -14.0641 -4.0265
H -6.7831 -12.9723 -4.1686
H -5.9009 -13.1127 -2.8392
H -4.9125 -11.2770 -1.5430
H -3.1509 -9.3315 -0.7879
H -3.3810 -8.1716 -5.2019
H -3.7917 -10.0973 -5.7272
H -1.8754 -6.6992 -3.8552
H -0.6807 -4.5150 -4.6043
H 0.1333 -2.3292 -4.8307
H 0.1463 -0.7337 -2.9363
H -1.5047 -2.2552 2.8892
H -2.3153 -4.6047 3.5529
H -2.5562 -6.1715 1.8787
N 3.6191 -4.1705 2.7773
N 3.6995 -3.0480 3.6375
C 3.7602 -2.8933 4.9821
N 3.8801 -1.5961 5.3986
S 3.8012 -4.2587 6.0107
H 2.6628 -4.6039 2.7577
H 3.8310 -4.9862 3.4340
H 4.1813 -2.3661 3.1085
H 4.1330 -0.8749 4.7949
H 4.3403 -1.5903 6.2358
N -7.3442 4.6002 3.0514
H -7.7151 4.4186 3.9351
H -6.5774 5.0245 3.1990
H -7.1629 3.7632 2.6133
C -8.3035 -2.3665 1.1189
O -8.7128 -3.3429 0.1801
H -8.6001 -1.3483 0.8106
H -7.1995 -2.3073 1.1230
H -8.6309 -2.5470 2.1687
H -8.1953 -4.1891 0.3342
O 3.5276 -6.0809 -5.7243
C -0.8218 9.8343 1.4318
C -0.1097 8.4736 1.3560
C 1.2542 8.5406 1.0877
C 1.9196 7.3463 0.9560
C 3.3302 7.6119 0.5966
C 1.2849 6.1069 1.0638
As 2.2600 4.4792 0.8003
N 1.6638 3.6520 -0.6897
C 1.2801 4.1320 -1.8730
C 0.5268 3.3742 -2.8943
C 0.1160 4.0480 -4.0244
C 0.4401 5.4017 -4.1751
C 1.2207 6.0473 -3.2418
C 1.6876 5.4184 -2.1555
C 4.2128 4.9054 1.1882
C 5.3367 4.5222 0.3847
C 5.2477 4.1136 -0.9108
C 6.6572 4.3669 1.0073
C 6.9129 4.5988 2.3703
C 8.1848 4.3855 3.2523
C 5.8133 5.1957 2.9624
C 4.4561 5.3134 2.4484
C 3.4400 6.0712 3.2337
C -0.0357 6.0306 1.4991
C -0.8274 4.7714 1.8354
C -0.7455 7.2378 1.6402
H -0.5385 10.3874 0.5126
H -0.5581 10.4470 2.2627
H -1.9019 9.8201 1.4340
H 1.8066 9.4464 1.0165
H 3.3370 8.3260 -0.2042
H 3.8967 6.7338 0.3426
H 3.8482 7.9871 1.4972
H 0.1574 2.3392 -2.6912
H -0.4244 3.5347 -4.8168
H 0.4006 5.9692 -5.0771
H 1.6410 7.0251 -3.4974
H 2.3431 5.8411 -1.4625
H 3.4504 -5.3501 -6.1894
H 6.1502 4.2576 -1.5168
H 4.3539 4.3988 -1.4488
H 7.4198 3.8503 0.4913
H 7.9161 3.6104 3.9788
H 8.7116 5.3194 3.5731
H 8.9484 3.8702 2.5404
H 5.9936 5.4041 4.1223
H 3.8427 6.6365 4.0720
H 2.7017 5.4371 3.6567
H 2.9022 6.7260 2.5327
H -0.2088 4.0901 2.4218
H -1.1094 4.2573 0.9308
H -1.6859 5.0359 2.4511
H -1.8023 7.2424 1.8981